{
  "formula": "C41H59GaN7O2P3SbSe2Si3",
  "method": "ωB97M-V/def2-TZVPD",
  "symbols": ["Ga", "Se", "P", "C", "C", "C", "C", "C", "C", "C", "C", "C", "C", "C", "C", "C", "C", "N", "N", "N", "P", "Se", "C", "C", "C", "C", "C", "C", "C", "C", "C", "C", "C", "C", "H", "H", "H", "H", "H", "H", "H", "H", "H", "H", "H", "H", "H", "H", "H", "H", "H", "H", "H", "H", "O", "N", "O", "C", "N", "C", "N", "C", "N", "C", "P", "C", "C", "H", "H", "H", "H", "H", "H", "H", "H", "H", "H", "H", "H", "C", "Si", "C", "C", "Sb", "Si", "C", "C", "C", "Si", "C", "C", "C", "H", "H", "H", "H", "H", "H", "H", "H", "H", "H", "H", "H", "H", "H", "H", "H", "H", "H", "H", "H", "H", "H", "H", "H", "H", "H", "H"],
  "coordinates": [[0.521, -0.551, 0.175], [-5.927, -1.791, -1.255], [-4.560, -3.371, -1.287], [-4.366, -4.147, -2.919], [-5.007, -3.579, -4.014], [-4.971, -4.219, -5.246], [-4.278, -5.412, -5.393], [-3.633, -5.981, -4.300], [-3.692, -5.360, -3.063], [-4.943, -4.792, -0.222], [-6.284, -5.113, -0.044], [-6.639, -6.234, 0.694], [-5.657, -7.035, 1.258], [-4.315, -6.718, 1.083], [-3.957, -5.597, 0.347], [-2.955, -2.787, -0.638], [-1.751, -2.278, -1.121], [-1.134, -1.717, -0.048], [-1.875, -1.936, 1.031], [-2.963, -2.573, 0.702], [-0.932, -2.126, -2.702], [0.735, -0.785, -2.484], [-2.116, -1.485, -3.882], [-2.882, -0.395, -3.464], [-3.761, 0.201, -4.350], [-3.856, -0.271, -5.655], [-3.091, -1.353, -6.067], [-2.227, -1.976, -5.179], [-0.309, -3.741, -3.202], [-0.519, -4.868, -2.417], [0.043, -6.084, -2.786], [0.802, -6.176, -3.943], [1.022, -5.047, -4.726], [0.482, -3.828, -4.352], [-5.548, -2.649, -3.886], [-5.489, -3.784, -6.092], [-4.252, -5.911, -6.355], [-3.106, -6.922, -4.407], [-3.241, -5.840, -2.201], [-7.045, -4.471, -0.474], [-7.685, -6.478, 0.833], [-5.935, -7.905, 1.842], [-3.546, -7.340, 1.527], [-2.909, -5.349, 0.229], [-2.794, -0.019, -2.451], [-4.371, 1.035, -4.024], [-4.537, 0.203, -6.351], [-3.177, -1.727, -7.080], [-1.662, -2.842, -5.494], [-1.114, -4.795, -1.515], [-0.119, -6.962, -2.170], [1.228, -7.129, -4.236], [1.631, -5.114, -5.621], [0.694, -2.938, -4.933], [1.555, 1.267, 0.022], [0.581, 1.979, -0.354], [-0.440, 1.285, -0.439], [-0.733, 1.464, 5.232], [-0.436, 2.379, 4.130], [-1.699, 2.926, 3.620], [-2.661, 1.896, 3.220], [-2.901, 1.005, 4.355], [-1.672, 0.396, 4.875], [-1.096, -0.562, 3.937], [-0.623, 0.264, 2.333], [0.311, 1.704, 3.064], [-2.234, 1.161, 2.034], [-1.175, 2.043, 6.042], [0.196, 1.020, 5.593], [-1.489, 3.571, 2.766], [-2.153, 3.529, 4.408], [-3.593, 0.217, 4.054], [-3.357, 1.586, 5.159], [-1.821, -1.342, 3.705], [-0.222, -1.031, 4.388], [0.533, 2.422, 2.275], [1.267, 1.354, 3.457], [-2.991, 0.424, 1.766], [-2.108, 1.841, 1.195], [3.210, -5.007, 2.844], [1.707, -4.145, 2.159], [0.854, -5.138, 0.834], [0.478, -3.700, 3.475], [2.570, -1.978, 1.058], [4.196, -2.417, -0.924], [5.726, -3.236, -0.252], [3.352, -3.568, -2.111], [4.503, -0.699, -1.557], [3.854, -0.662, 2.889], [5.475, -1.560, 3.077], [4.069, 1.103, 2.356], [2.838, -0.849, 4.447], [2.943, -6.010, 3.196], [3.625, -4.452, 3.692], [3.992, -5.109, 2.084], [0.726, -6.173, 1.170], [1.404, -5.148, -0.110], [-0.140, -4.713, 0.648], [0.082, -4.617, 3.927], [-0.361, -3.147, 3.039], [0.926, -3.099, 4.271], [5.472, -4.136, 0.318], [6.308, -2.572, 0.391], [6.365, -3.539, -1.091], [2.909, -4.421, -1.590], [4.085, -3.955, -2.830], [2.563, -3.053, -2.661], [4.999, -0.091, -0.794], [3.560, -0.213, -1.813], [5.135, -0.709, -2.452], [6.103, -1.434, 2.190], [5.314, -2.632, 3.235], [6.029, -1.168, 3.939], [4.984, 1.217, 1.767], [4.149, 1.751, 3.235], [3.230, 1.450, 1.749], [3.135, -1.757, 4.984], [1.770, -0.915, 4.232], [2.996, 0.005, 5.117]],
  "forces_ev_per_angstrom": [[-0.3799, -0.0317, -0.0783], [-0.0789, 0.0984, 0.0027], [0.1279, -0.1491, 0.0364], [0.1286, 0.0746, -0.0445], [0.0065, -0.0370, -0.0599], [0.0436, 0.0094, 0.0056], [0.0057, 0.0308, 0.0081], [0.0353, -0.0231, 0.0146], [0.0280, -0.0015, 0.0012], [0.0103, 0.0354, 0.0874], [-0.0416, 0.0291, 0.0024], [-0.0260, -0.0094, -0.0050], [0.0151, -0.0207, 0.0180], [0.0375, 0.0553, -0.0329], [-0.0967, -0.0340, -0.0014], [0.1715, -0.2271, 0.0744], [-0.0421, 0.4096, 0.0720], [-0.0275, -0.3977, 0.1289], [-0.0621, -0.0003, -0.1153], [0.1655, 0.1184, -0.0271], [-0.0575, -0.1500, -0.0661], [0.1929, 0.1073, 0.2281], [-0.0651, -0.0151, 0.0339], [-0.0114, -0.0308, -0.0337], [-0.0418, 0.0402, -0.0071], [-0.0120, 0.0059, 0.0064], [-0.0186, -0.0644, -0.0193], [-0.0376, 0.0778, 0.0095], [-0.0176, 0.0188, -0.0737], [-0.0385, -0.0511, 0.0149], [0.0099, -0.0179, -0.0198], [-0.0073, -0.0166, -0.0110], [0.0123, 0.0278, -0.0047], [-0.0314, -0.0620, 0.0602], [0.0124, -0.0103, -0.0029], [0.0179, -0.0021, 0.0233], [-0.0081, 0.0159, 0.0353], [-0.0362, 0.0597, 0.0067], [-0.0138, 0.0272, -0.0723], [0.0298, -0.0359, 0.0379], [0.0610, 0.0233, -0.0082], [0.0155, 0.0477, -0.0443], [-0.0394, 0.0285, -0.0106], [0.0137, 0.0371, 0.0176], [-0.0212, 0.0029, -0.0165], [0.0463, -0.0707, -0.0256], [0.0366, -0.0188, 0.0386], [-0.0008, 0.0213, 0.0522], [0.0243, -0.0409, -0.0174], [0.0254, -0.0141, -0.0548], [-0.0017, 0.0566, -0.0257], [-0.0209, 0.0870, 0.0282], [-0.0572, 0.0018, 0.0649], [-0.0024, -0.0215, -0.0228], [0.3515, 0.0677, -0.0107], [0.0114, -0.4907, 0.1109], [-0.4458, 0.3469, -0.1709], [-0.0419, -0.0884, -0.1630], [-0.0327, -0.0711, -0.1126], [0.0502, -0.2066, -0.0603], [0.0036, -0.0085, 0.0542], [0.1721, -0.0093, -0.1038], [-0.0091, 0.0481, -0.0121], [-0.0078, 0.0992, -0.1005], [0.1075, 0.4697, 0.1609], [-0.2007, -0.0565, 0.1060], [0.0934, -0.0785, 0.1849], [-0.0395, 0.0290, 0.0489], [0.0273, -0.0202, -0.0078], [0.0020, 0.0123, -0.0072], [0.0055, -0.0202, 0.0101], [-0.0024, 0.0007, 0.0018], [0.0166, -0.0075, -0.0133], [-0.0238, -0.0349, 0.0101], [-0.0520, -0.0189, 0.0376], [0.0265, 0.0691, -0.0583], [0.0343, -0.0068, 0.0336], [-0.0631, -0.0433, -0.0322], [0.0035, 0.0528, -0.0284], [0.1127, -0.0477, 0.0565], [0.0856, 0.0328, -0.0986], [-0.0740, -0.0165, -0.1479], [-0.0571, 0.1284, 0.1392], [-0.0595, 0.0617, -0.0811], [-0.1349, -0.0447, 0.2589], [0.1554, -0.0235, 0.0856], [-0.0653, -0.0454, -0.1442], [0.1067, 0.0768, -0.1152], [-0.0197, -0.2807, -0.0689], [0.1819, -0.0232, 0.0418], [-0.0226, 0.1143, -0.0804], [-0.0354, 0.0280, 0.1308], [0.0440, 0.1114, -0.0254], [-0.0223, -0.0833, -0.1049], [-0.0643, -0.0281, 0.1053], [-0.0136, 0.0914, -0.0314], [-0.0706, -0.0489, 0.0827], [0.1123, -0.0401, -0.0030], [0.0210, 0.0754, -0.0370], [0.0538, -0.0694, 0.0470], [-0.0695, -0.0915, -0.0549], [0.0750, 0.0739, -0.0651], [-0.0469, -0.1187, -0.0843], [-0.0704, 0.0306, 0.1105], [0.0627, 0.0194, -0.0749], [-0.0742, 0.0400, 0.0694], [0.0222, -0.0614, 0.0342], [-0.0167, -0.0334, -0.0713], [0.0323, 0.0383, -0.0224], [-0.0546, -0.0017, 0.1040], [-0.0578, -0.0044, 0.1557], [0.0629, 0.1336, -0.0126], [-0.0756, -0.0549, -0.1176], [-0.0977, 0.0098, 0.0261], [0.0310, -0.0441, -0.0715], [0.0692, 0.0551, 0.0371], [-0.0789, 0.0837, -0.0580], [0.0855, 0.0412, 0.0591], [0.0028, -0.1123, -0.0601]],
  "lowdin_charge": [-0.049, 0.332, 0.517, -0.334, -0.114, -0.075, -0.068, -0.069, -0.089, -0.348, -0.087, -0.065, -0.073, -0.074, -0.105, -0.399, -0.389, -0.132, -0.055, 0.046, 0.704, 0.558, -0.352, -0.086, -0.055, -0.056, -0.071, -0.076, -0.347, -0.104, -0.069, -0.059, -0.060, -0.117, 0.056, 0.111, 0.108, 0.108, 0.092, 0.082, 0.110, 0.108, 0.104, 0.085, 0.112, 0.117, 0.113, 0.114, 0.100, 0.078, 0.115, 0.113, 0.115, 0.110, -0.214, -0.118, -0.190, -0.177, -0.139, -0.170, -0.141, -0.170, -0.139, -0.297, 1.025, -0.288, -0.275, 0.130, 0.124, 0.132, 0.131, 0.133, 0.131, 0.085, 0.057, 0.084, 0.071, 0.091, 0.084, -0.215, 0.331, -0.207, -0.207, 0.985, 0.342, -0.209, -0.214, -0.212, 0.350, -0.218, -0.205, -0.216, 0.044, 0.027, 0.022, 0.049, 0.008, 0.019, 0.052, 0.010, 0.019, 0.026, 0.015, 0.045, 0.021, 0.050, -0.022, 0.034, -0.009, 0.048, 0.017, 0.025, 0.048, 0.039, 0.046, 0.003, 0.043, -0.022, 0.046],
  "total_energy_ev": -299104.5491,
  "homo_energy_ev": -10.0,
  "total_charge": 1
}



{
  "formula": "H9O4",
  "method": "ωB97M-V/def2-TZVPD",
  "symbols": ["O", "H", "H", "H", "O", "H", "H", "O", "H", "H", "O", "H", "H"],
  "coordinates": [[0.670, 0.780, -0.024], [0.353, 0.384, -0.913], [-0.223, 0.883, 0.539], [1.179, -0.047, 0.449], [1.478, -1.305, 1.092], [1.214, -1.356, 2.034], [2.384, -1.608, 1.094], [-1.707, 1.107, 0.902], [-2.137, 0.557, 1.627], [-2.283, 1.896, 0.831], [-0.175, -0.403, -2.189], [0.305, -0.707, -2.970], [-1.059, -0.182, -2.473]],
  "forces_ev_per_angstrom": [[-0.5239, -0.9396, 0.4269], [0.2959, 0.3387, 0.6092], [0.7975, 0.2024, -0.7312], [-0.6446, 0.7263, -0.2738], [-0.3167, -0.0594, 0.1139], [-0.3923, 0.1655, 0.1010], [0.8581, -0.2474, -0.1808], [-1.0604, -0.4359, 0.9369], [0.7311, 0.4199, -0.7950], [0.3803, -0.1162, -0.0737], [0.4411, -0.2027, -0.0332], [0.0302, 0.0389, 0.0470], [-0.5961, 0.1093, -0.1471]],
  "lowdin_charge": [0.003, 0.055, 0.065, 0.060, -0.144, 0.023, 0.041, -0.213, 0.037, 0.043, -0.088, 0.067, 0.049],
  "total_energy_ev": -8332.7216,
  "relative_energy_ev": 0.000,
  "spin_multiplicity": 2,
  "homo_energy_ev": [-2.8, -12.3]
}



{
  "formula": "C4H6O2",
  "method": "ωB97M-V/def2-TZVPD",
  "symbols": ["O", "C", "C", "C", "C", "O", "H", "H", "H", "H", "H", "H"],
  "coordinates": [[-1.796, 1.462, 0.223], [-0.669, 1.170, 0.651], [0.561, 0.938, -0.531], [0.415, -0.400, -0.135], [-0.031, -1.750, -0.351], [1.174, -1.352, 0.401], [-0.085, 1.723, 1.413], [1.515, 1.405, -0.296], [0.106, 1.229, -1.473], [-0.560, 0.062, 1.169], [-0.826, -2.165, 0.261], [0.184, -2.241, -1.297]],
  "forces_ev_per_angstrom": [[-0.0323, -0.0204, -0.0599], [0.2118, -0.1551, 0.2833], [0.0980, -0.0448, -0.1216], [0.0694, 0.0138, -0.1628], [-0.2454, -0.1040, -0.0832], [0.1026, 0.1570, 0.0794], [-0.1095, -0.0529, -0.1018], [-0.1431, -0.0683, -0.0105], [0.0557, -0.0533, 0.1291], [-0.0809, 0.1246, -0.0061], [0.1065, 0.0981, -0.0790], [-0.0328, 0.1053, 0.1331]],
  "lowdin_charge": [-0.098, -0.443, -0.016, -0.333, 0.026, 0.079, 0.140, 0.118, 0.125, 0.149, 0.127, 0.124],
  "total_energy_ev": -8334.9474,
  "relative_energy_ev": 5.514,
  "homo_energy_ev": -8.5
}